ORCA calculation (wB97M-V/def2-TZVPD) on a cluster of 12 separate species, C53H130BF4N8O13S in total at a distorted geometry.

Last columns: bonded neighbours and bond lengths (Å).
Positions of all 210 atoms, in Å:
1 S -0.538 0.809 0.982  O2 1.435, O3 1.435, O4 1.461, O5 1.404
2 O -1.335 1.225 2.101  S1 1.435
3 O -1.346 0.683 -0.197  S1 1.435
4 O 0.584 1.739 0.886  S1 1.461
5 O -0.013 -0.478 1.181  S1 1.404
6 C 3.738 -0.157 5.658  C7 1.554, H15 1.090, H16 1.090, H17 1.090
7 C 4.322 0.481 4.368  C6 1.554, C8 1.515, H18 1.090, H19 1.090
8 C 3.568 0.252 3.073  C7 1.515, N9 1.590, H20 1.090, H21 1.090
9 N 4.289 0.718 1.735  C8 1.590, C10 1.508, C11 1.574, C14 1.491
10 C 4.810 2.128 1.857  N9 1.508, H22 1.090, H23 1.090, H24 1.090
11 C 3.266 0.554 0.550  N9 1.574, C12 1.542, H25 1.090, H26 1.090
12 C 4.091 0.104 -0.672  C11 1.542, C13 1.546, H27 1.090, H28 1.090
13 C 5.503 -0.178 -0.108  C12 1.546, C14 1.571, H29 1.090, H30 1.090
14 C 5.336 -0.305 1.449  N9 1.491, C13 1.571, H31 1.090, H32 1.090
15 H 4.279 0.109 6.567  C6 1.090
16 H 3.613 -1.227 5.490  C6 1.090
17 H 2.742 0.107 6.014  C6 1.090
18 H 5.390 0.272 4.299  C7 1.090
19 H 4.296 1.560 4.522  C7 1.090
20 H 2.638 0.820 3.087  C8 1.090
21 H 3.370 -0.805 2.895  C8 1.090
22 H 5.129 2.396 0.850  C10 1.090
23 H 5.606 2.146 2.601  C10 1.090
24 H 3.966 2.771 2.109  C10 1.090
25 H 2.814 1.517 0.314  C11 1.090
26 H 2.438 -0.101 0.820  C11 1.090
27 H 4.192 0.871 -1.439  C12 1.090
28 H 3.641 -0.769 -1.144  C12 1.090
29 H 6.211 0.613 -0.358  C13 1.090
30 H 5.987 -1.038 -0.569  C13 1.090
31 H 6.251 -0.124 2.013  C14 1.090
32 H 4.925 -1.282 1.706  C14 1.090
33 C 2.349 -0.813 -3.995  C34 1.573, H42 1.090, H43 1.090, H44 1.090
34 C 2.173 -2.208 -4.699  C33 1.573, C35 1.571, H45 1.090, H46 1.090
35 C 1.195 -2.087 -5.922  C34 1.571, N36 1.552, H47 1.090, H48 1.090
36 N 1.404 -3.135 -7.048  C35 1.552, C37 1.554, C38 1.555, C41 1.565
37 C 0.909 -4.566 -6.699  N36 1.554, H49 1.090, H50 1.090, H51 1.090
38 C 0.772 -2.525 -8.330  N36 1.555, C39 1.641, H52 1.090, H53 1.090
39 C 1.456 -3.353 -9.572  C38 1.641, C40 1.507, H54 1.090, H55 1.090
40 C 2.737 -3.902 -8.999  C39 1.507, C41 1.585, H56 1.090, H57 1.090
41 C 2.877 -3.251 -7.560  N36 1.565, C40 1.585, H58 1.090, H59 1.090
42 H 3.150 -0.917 -3.264  C33 1.090
43 H 1.509 -0.268 -3.564  C33 1.090
44 H 2.762 -0.019 -4.618  C33 1.090
45 H 1.817 -2.918 -3.953  C34 1.090
46 H 3.109 -2.533 -5.153  C34 1.090
47 H 1.597 -1.209 -6.428  C35 1.090
48 H 0.131 -2.011 -5.697  C35 1.090
49 H 1.690 -5.056 -6.118  C37 1.090
50 H 0.713 -5.105 -7.626  C37 1.090
51 H -0.072 -4.494 -6.228  C37 1.090
52 H -0.313 -2.631 -8.310  C38 1.090
53 H 1.134 -1.512 -8.504  C38 1.090
54 H 0.737 -4.131 -9.830  C39 1.090
55 H 1.583 -2.639 -10.386  C39 1.090
56 H 2.683 -4.989 -9.046  C40 1.090
57 H 3.648 -3.720 -9.569  C40 1.090
58 H 3.455 -3.908 -6.911  C41 1.090
59 H 3.308 -2.251 -7.607  C41 1.090
60 C -4.586 -2.895 8.058  C61 1.496, H69 1.090, H70 1.090, H71 1.090
61 C -4.127 -2.277 6.775  C60 1.496, C62 1.586, H72 1.090, H73 1.090
62 C -2.549 -2.128 6.723  C61 1.586, N63 1.526, H74 1.090, H75 1.090
63 N -1.982 -1.057 5.796  C62 1.526, C64 1.563, C65 1.521, C68 1.551
64 C -2.604 0.339 6.125  N63 1.563, H76 1.090, H77 1.090, H78 1.090
65 C -2.102 -1.449 4.332  N63 1.521, C66 1.605, H79 1.090, H80 1.090
66 C -0.801 -2.346 4.055  C65 1.605, C67 1.519, H81 1.090, H82 1.090
67 C 0.114 -2.187 5.256  C66 1.519, C68 1.548, H83 1.090, H84 1.090
68 C -0.443 -0.902 5.917  N63 1.551, C67 1.548, H85 1.090, H86 1.090
69 H -5.602 -3.290 8.089  C60 1.090
70 H -4.399 -2.224 8.897  C60 1.090
71 H -3.978 -3.787 8.206  C60 1.090
72 H -4.787 -1.439 6.550  C61 1.090
73 H -4.401 -2.988 5.995  C61 1.090
74 H -2.029 -3.013 6.357  C62 1.090
75 H -2.151 -1.776 7.674  C62 1.090
76 H -2.372 0.705 7.126  C64 1.090
77 H -3.638 0.142 5.844  C64 1.090
78 H -2.258 1.081 5.405  C64 1.090
79 H -1.968 -0.543 3.740  C65 1.090
80 H -3.020 -1.926 3.988  C65 1.090
81 H -0.241 -2.079 3.159  C66 1.090
82 H -1.096 -3.395 4.036  C66 1.090
83 H 1.132 -2.041 4.893  C67 1.090
84 H 0.066 -3.011 5.969  C67 1.090
85 H -0.155 -0.032 5.327  C68 1.090
86 H -0.083 -0.940 6.945  C68 1.090
87 C -5.820 3.722 0.728  N88 1.545, H94 1.090, H95 1.090, H96 1.090
88 N -4.412 3.385 1.268  C87 1.545, C89 1.567, C90 1.551, C91 1.625
89 C -4.094 4.592 2.215  N88 1.567, H97 1.090, H98 1.090, H99 1.090
90 C -4.411 2.021 2.008  N88 1.551, H100 1.090, H101 1.090, H102 1.090
91 C -3.251 3.424 0.133  N88 1.625, C92 1.563, H103 1.090, H104 1.090
92 C -3.741 2.698 -1.162  C91 1.563, O93 1.401, H105 1.090, H106 1.090
93 O -3.723 1.314 -0.943  C92 1.401, H107 0.960
94 H -6.530 3.658 1.552  C87 1.090
95 H -6.056 3.066 -0.111  C87 1.090
96 H -5.928 4.745 0.367  C87 1.090
97 H -4.799 4.634 3.044  C89 1.090
98 H -4.018 5.484 1.592  C89 1.090
99 H -3.101 4.472 2.650  C89 1.090
100 H -4.604 1.168 1.359  C90 1.090
101 H -5.284 2.169 2.643  C90 1.090
102 H -3.515 1.943 2.624  C90 1.090
103 H -2.370 3.008 0.622  C91 1.090
104 H -2.982 4.466 -0.044  C91 1.090
105 H -3.017 2.709 -1.977  C92 1.090
106 H -4.709 2.999 -1.561  C92 1.090
107 H -2.904 0.895 -0.668  O93 0.960
108 C 0.882 4.528 -5.471  N109 1.582, H115 1.090, H116 1.090, H117 1.090
109 N 0.316 4.053 -4.072  C108 1.582, C110 1.545, C111 1.539, C112 1.599
110 C 0.304 5.364 -3.255  N109 1.545, H118 1.090, H119 1.090, H120 1.090
111 C -1.173 3.671 -4.154  N109 1.539, H121 1.090, H122 1.090, H123 1.090
112 C 1.244 2.937 -3.402  N109 1.599, C113 1.512, H124 1.090, H125 1.090
113 C 0.803 2.327 -2.091  C112 1.512, O114 1.424, H126 1.090, H127 1.090
114 O -0.425 1.650 -2.342  C113 1.424, H128 0.960
115 H 1.129 3.667 -6.092  C108 1.090
116 H 1.857 5.007 -5.383  C108 1.090
117 H 0.151 5.205 -5.912  C108 1.090
118 H 1.345 5.677 -3.335  C110 1.090
119 H -0.032 5.216 -2.229  C110 1.090
120 H -0.333 6.181 -3.595  C110 1.090
121 H -1.757 4.218 -4.893  C111 1.090
122 H -1.543 3.747 -3.132  C111 1.090
123 H -1.144 2.604 -4.378  C111 1.090
124 H 2.222 3.416 -3.356  C112 1.090
125 H 1.378 2.165 -4.160  C112 1.090
126 H 0.776 3.081 -1.305  C113 1.090
127 H 1.461 1.564 -1.675  C113 1.090
128 H -0.708 1.225 -1.530  O114 0.960
129 C -0.148 5.133 1.886  N130 1.514, H136 1.090, H137 1.090, H138 1.090
130 N 1.080 5.209 2.767  C129 1.514, C131 1.515, C132 1.548, C133 1.557
131 C 2.262 5.728 1.975  N130 1.515, H139 1.090, H140 1.090, H141 1.090
132 C 0.785 6.090 4.006  N130 1.548, H142 1.090, H143 1.090, H144 1.090
133 C 1.487 3.771 3.207  N130 1.557, C134 1.601, H145 1.090, H146 1.090
134 C 0.512 3.147 4.312  C133 1.601, O135 1.425, H147 1.090, H148 1.090
135 O -0.842 3.102 3.867  C134 1.425, H149 0.960
136 H -1.025 4.893 2.488  C129 1.090
137 H 0.032 4.506 1.013  C129 1.090
138 H -0.411 6.170 1.674  C129 1.090
139 H 3.014 6.099 2.671  C131 1.090
140 H 1.959 6.679 1.537  C131 1.090
141 H 2.497 4.961 1.236  C131 1.090
142 H -0.032 5.712 4.620  C132 1.090
143 H 0.545 7.049 3.546  C132 1.090
144 H 1.746 6.200 4.509  C132 1.090
145 H 2.496 3.863 3.610  C133 1.090
146 H 1.658 3.095 2.370  C133 1.090
147 H 0.554 3.445 5.360  C134 1.090
148 H 0.845 2.126 4.499  C134 1.090
149 H -0.854 2.498 3.121  O135 0.960
150 C -3.297 -2.003 -2.085  N151 1.494, H157 1.090, H158 1.090, H159 1.090
151 N -2.253 -2.895 -1.495  C150 1.494, C152 1.565, C153 1.601, C154 1.530
152 C -2.513 -4.357 -1.989  N151 1.565, H160 1.090, H161 1.090, H162 1.090
153 C -0.991 -2.411 -2.354  N151 1.601, H163 1.090, H164 1.090, H165 1.090
154 C -2.100 -2.818 0.026  N151 1.530, C155 1.511, H166 1.090, H167 1.090
155 C -3.256 -3.356 0.836  C154 1.511, O156 1.460, H168 1.090, H169 1.090
156 O -2.962 -3.832 2.185  C155 1.460, H170 0.960
157 H -2.966 -1.016 -1.762  C150 1.090
158 H -4.255 -2.317 -1.672  C150 1.090
159 H -3.222 -1.992 -3.172  C150 1.090
160 H -3.475 -4.741 -1.650  C152 1.090
161 H -1.601 -4.833 -1.630  C152 1.090
162 H -2.481 -4.353 -3.079  C152 1.090
163 H -1.157 -2.444 -3.431  C153 1.090
164 H -0.083 -2.964 -2.113  C153 1.090
165 H -0.796 -1.360 -2.141  C153 1.090
166 H -1.994 -1.762 0.277  C154 1.090
167 H -1.169 -3.334 0.261  C154 1.090
168 H -3.829 -4.203 0.458  C155 1.090
169 H -3.949 -2.590 1.183  C155 1.090
170 H -2.436 -4.620 2.031  O156 0.960
171 C 2.728 -4.152 -1.625  N172 1.552, H178 1.090, H179 1.090, H180 1.090
172 N 2.903 -5.035 -0.361  C171 1.552, C173 1.568, C174 1.533, C175 1.590
173 C 2.418 -6.496 -0.658  N172 1.568, H181 1.090, H182 1.090, H183 1.090
174 C 4.369 -5.096 0.082  N172 1.533, H184 1.090, H185 1.090, H186 1.090
175 C 1.971 -4.540 0.829  N172 1.590, C176 1.548, H187 1.090, H188 1.090
176 C 1.963 -3.017 1.104  C175 1.548, O177 1.351, H189 1.090, H190 1.090
177 O 1.286 -2.340 0.151  C176 1.351, H191 0.960
178 H 2.883 -3.097 -1.397  C171 1.090
179 H 1.703 -4.340 -1.945  C171 1.090
180 H 3.474 -4.428 -2.371  C171 1.090
181 H 1.358 -6.642 -0.867  C173 1.090
182 H 2.655 -7.144 0.185  C173 1.090
183 H 3.016 -6.866 -1.491  C173 1.090
184 H 4.926 -5.454 -0.785  C174 1.090
185 H 4.505 -5.735 0.954  C174 1.090
186 H 4.582 -4.044 0.274  C174 1.090
187 H 2.138 -5.245 1.643  C175 1.090
188 H 0.943 -4.808 0.585  C175 1.090
189 H 2.896 -2.535 1.396  C176 1.090
190 H 1.326 -2.932 1.984  C176 1.090
191 H 0.938 -1.582 0.627  O177 0.960
192 B 3.812 5.366 -1.704  F193 1.329, F194 1.415, F195 1.390, F196 1.414
193 F 2.592 5.598 -1.232  B192 1.329
194 F 3.756 5.594 -3.099  B192 1.415
195 F 4.668 6.214 -1.011  B192 1.390
196 F 4.124 3.992 -1.576  B192 1.414
197 C -6.417 -0.581 4.539  C198 1.526, H201 1.090, H202 1.090, H203 1.090
198 C -6.782 0.842 4.952  C197 1.526, O199 1.258, O200 1.231
199 O -7.450 1.549 4.155  C198 1.258
200 O -6.472 1.363 6.023  C198 1.231
201 H -5.398 -0.673 4.163  C197 1.090
202 H -7.125 -0.816 3.744  C197 1.090
203 H -6.501 -1.287 5.366  C197 1.090
204 C -1.966 -0.172 -5.878  C205 1.567, H208 1.090, H209 1.090, H210 1.090
205 C -2.343 -1.330 -6.865  C204 1.567, O206 1.244, O207 1.252
206 O -2.789 -1.031 -7.986  C205 1.244
207 O -2.182 -2.550 -6.636  C205 1.252
208 H -2.913 0.306 -5.629  C204 1.090
209 H -1.266 0.454 -6.431  C204 1.090
210 H -1.408 -0.470 -4.990  C204 1.090

Its total energy is -4335.0225 Ha. The gap between HOMO and LUMO is 0.149 Eh. As for the net charge: +3.

These are the Mulliken partial charges, in e, on atoms 1 to 5:
1 S 0.20
2 O -0.31
3 O 0.75
4 O -0.89
5 O -1.26